No. 1
104
Properties=species:S:1:pos:R:3 method="wB97M-V/def2-TZVPD" e_homo_ha=-0.3389 multiplicity=1 relative_energy_kcal_mol=370.67
O 1.642 -6.082 -1.882
O 8.505 -4.684 -0.408
H -0.870 3.168 -2.609
H 6.600 -3.447 -3.718
C -2.238 -5.314 -0.205
C -3.322 -5.860 -0.979
H -1.410 7.006 2.706
C -1.845 -6.887 -2.625
O -4.414 -1.441 -2.500
H 2.859 -0.071 -1.504
H -4.387 -5.713 -0.684
H -2.494 0.064 -3.863
C -3.165 -6.510 -2.177
H -3.787 4.454 6.586
C 4.150 -4.001 -0.602
N -2.779 -2.033 -3.962
H -1.692 -2.999 -5.422
H -1.807 2.395 1.961
H -2.866 5.821 -1.176
O 0.962 -7.487 -3.382
H -2.457 4.630 0.091
N 4.119 1.557 -2.166
C 3.082 0.546 -2.428
C 1.774 0.858 4.870
H 2.314 -0.066 5.043
H -2.001 2.616 -3.719
H -3.484 -3.240 -2.353
H 2.678 1.514 4.930
H -1.982 -3.916 -4.005
H -2.406 -4.723 0.663
C 5.576 -4.192 -0.373
H 5.252 3.351 -2.675
O -1.542 0.934 6.084
C -0.652 -0.420 -0.040
C 5.084 1.282 -1.054
C -1.966 6.431 3.592
H -0.554 -0.520 5.150
C -1.785 3.531 -3.085
C -0.796 -5.459 -0.761
N 0.607 1.154 5.591
H 4.067 -3.303 -4.214
O 8.599 -4.013 -2.485
H -3.869 -6.969 -2.781
C -1.742 1.388 1.618
C -1.724 5.072 3.847
H -4.190 7.050 6.490
H 3.209 0.126 -3.337
O -3.922 9.328 5.249
C 6.568 -4.080 -1.641
O 3.733 2.623 -4.078
H 4.548 1.566 -0.151
H 2.138 1.164 -2.435
H -0.859 -2.350 -4.219
H 6.143 1.776 -1.166
C -1.515 -1.037 2.303
H 1.357 3.106 5.663
C 0.755 2.513 6.258
C -2.830 -0.615 -4.511
O 0.370 -1.867 -1.528
C -3.340 5.059 5.913
C -3.796 3.025 -1.688
N 7.972 -4.165 -1.485
H 3.378 -4.128 0.144
N -2.651 3.721 -1.941
H -0.999 1.951 -0.428
C -2.450 4.338 4.991
H -3.873 1.955 -2.292
C -0.626 -6.383 -1.954
C -3.461 6.570 5.841
C -1.895 0.413 2.540
H -2.410 -0.671 -5.517
H -2.134 3.188 5.184
H 1.209 2.471 7.222
C 4.447 -3.483 -3.145
O -0.135 0.125 -2.229
C 5.901 -3.689 -2.944
H 5.286 0.109 -0.928
H -2.257 0.592 3.430
O -4.571 3.266 -0.828
H -1.597 4.215 -3.922
C 3.572 -3.653 -1.876
C -2.884 7.250 4.614
N -0.175 -0.739 -1.398
H -0.236 2.960 6.709
H 5.983 -4.598 0.507
O -2.761 9.084 3.319
H -1.798 -7.481 -3.500
C -1.084 1.128 0.208
N 0.778 -6.773 -2.348
C 4.494 2.543 -3.030
C -2.228 4.791 -1.002
H 0.096 -5.210 -0.172
H -1.872 -1.706 3.064
H 2.555 -3.531 -2.041
C -0.530 0.375 5.611
C -1.795 -2.943 -4.465
C -1.024 -1.523 0.957
H -0.903 -2.600 0.980
N -3.165 8.647 4.390
H -1.162 4.420 3.039
H 1.440 0.981 3.511
H -3.854 -0.298 -4.560
H -1.244 4.976 -1.367
C -3.524 -2.313 -2.873

=====

No. 2
15
Properties=species:S:1:pos:R:3 method="wB97M-V/def2-TZVPD" e_homo_ha=-0.3697 multiplicity=1 smiles=C[C@@H]1[C@H](C)[C@@H]1F relative_energy_kcal_mol=24.36
C 1.364 0.372 0.969
H 1.858 1.130 1.523
H -0.200 1.836 0.891
H 0.971 -0.403 1.650
H -0.018 -1.886 -0.195
C -0.886 0.086 -0.216
F 1.115 0.156 -1.800
C -0.990 -1.397 -0.033
H -0.388 1.448 -1.956
C 0.155 0.971 0.301
H -1.529 -1.677 0.878
H -1.859 0.593 -0.199
H -1.589 -1.745 -0.898
H 1.981 -0.237 0.282
C 0.016 0.753 -1.195

=====

No. 3
57
Properties=species:S:1:pos:R:3 method="wB97M-V/def2-TZVPD" e_homo_ha="-0.1732 / -0.2075" multiplicity=4 relative_energy_kcal_mol=109.08 s_squared=3.911
C 1.096 -1.117 2.479
H -2.305 0.026 -3.747
N 0.063 -0.227 2.476
Mn -0.853 0.447 0.787
C 1.757 -1.477 3.641
Si 1.625 0.646 -1.543
H -2.470 -5.311 -0.122
C 0.409 -0.613 -4.260
H 3.525 2.063 -1.161
H -0.545 4.336 0.609
H -2.382 2.141 2.348
C 0.027 2.313 -3.948
H -1.296 4.525 -0.981
P -0.093 0.687 -3.058
H -2.767 -2.888 0.223
C -0.694 -2.367 -0.316
H 1.066 2.518 -4.174
C -2.388 3.050 1.707
C 2.430 2.274 -1.112
H 0.771 0.697 0.761
H 1.329 -2.275 -1.173
H 0.093 0.690 5.739
C 1.413 -0.812 4.858
H -3.367 3.568 1.749
C -1.802 -3.269 -0.115
H -0.953 1.272 3.456
H -0.547 2.232 -4.856
H -1.949 -0.425 -2.024
C -0.914 3.754 -0.258
H 0.148 -1.593 -3.858
C -0.235 0.457 3.620
C -1.643 -4.623 -0.336
H 1.819 -0.598 6.846
H 2.639 -0.210 -2.191
H -0.373 3.088 -3.310
H 2.210 3.115 -1.799
C -0.452 -5.160 -0.824
C -1.992 2.807 0.265
H 1.419 0.083 -0.181
H -0.344 -6.228 -1.014
H 1.548 -4.692 -1.472
N -0.769 -1.079 -0.075
H 0.034 3.280 -0.637
H -0.125 -0.437 -5.192
C 0.500 -2.933 -0.893
H 1.364 -1.518 1.484
H 2.169 2.559 -0.071
N 2.054 -1.084 5.998
H 2.783 -1.766 6.039
H -1.616 3.681 2.201
C -1.819 0.370 -2.798
H 2.521 -2.241 3.639
O -2.251 1.686 -0.296
C 0.384 0.163 4.831
C 0.620 -4.295 -1.098
H -2.356 1.280 -2.435
H 1.482 -0.570 -4.422

=====

No. 4
26
Properties=species:S:1:pos:R:3 method="wB97M-V/def2-TZVPD" e_homo_ha=-0.3320 multiplicity=1 smiles=CCc1ccccc1.CC relative_energy_kcal_mol=3.13
H 1.061 -1.406 2.126
H -0.653 -0.899 2.057
H 3.484 -0.317 -2.083
H -0.863 3.392 0.246
H 1.952 -0.698 -2.909
H -0.118 -2.281 1.131
H 0.265 -3.598 3.188
C -1.949 0.397 -0.907
C -0.327 -2.684 3.228
C 2.421 -0.090 -2.133
C 0.382 1.700 -0.190
H 2.443 0.027 0.006
H 2.284 0.945 -2.443
C -0.829 2.367 -0.099
H -0.127 -2.210 4.191
H 1.616 -1.406 -0.597
C -1.991 1.705 -0.469
H -0.666 -1.293 -1.374
C 0.029 -1.748 2.072
H -2.865 -0.128 -1.151
C 1.762 -0.340 -0.767
H 1.290 2.196 0.136
C -0.727 -0.279 -1.002
H -1.388 -2.932 3.214
C 0.441 0.377 -0.629
H -2.948 2.207 -0.417

=====

No. 5
96
Properties=species:S:1:pos:R:3 method="wB97M-V/def2-TZVPD" e_homo_ha="-0.3633 / -0.3697" multiplicity=6 charge=+1 relative_energy_kcal_mol=1.46 s_squared=8.769
C -7.153 -3.035 -2.072
H -3.912 -0.790 0.640
H -7.294 -1.411 -3.466
H 1.705 7.856 0.005
C 2.388 1.208 1.268
H 2.567 10.069 -0.481
C -1.312 -5.950 4.169
H 2.581 -2.807 -3.207
S 1.824 -3.406 2.112
H -1.292 -2.144 -2.691
C 1.038 1.693 1.469
C 3.179 5.581 0.469
O 0.933 -2.785 -0.899
C 0.949 -5.583 3.406
C 2.779 7.992 -0.046
H 6.576 8.584 -0.307
C -1.672 -4.718 3.663
C -2.704 -3.774 -2.604
C 4.638 9.472 -0.414
C -5.375 -2.885 -0.465
H -0.867 4.512 1.467
S -1.299 -2.354 2.458
C -0.743 -3.892 3.016
H -1.783 -6.910 -1.703
H -2.567 2.803 2.074
H -4.828 -3.294 0.378
C -3.412 -6.434 -3.015
C -2.291 -6.769 4.810
H -7.998 -3.568 -2.487
C -3.788 -0.953 -0.432
H 3.718 11.729 -1.653
H 5.042 12.649 -0.904
C -4.973 -1.667 -1.011
C 1.595 -2.339 -3.182
H 1.863 -0.281 -2.254
C -4.119 -5.421 -3.645
H -1.858 0.427 2.308
C -6.461 -3.563 -0.990
H -2.688 -4.365 3.774
N 3.939 4.506 0.501
C -2.343 -6.120 -2.186
C -2.317 -2.340 -2.374
H -4.323 -3.305 -3.927
I 1.608 -0.566 4.765
C 0.026 -6.388 4.041
Ru 0.637 -1.392 1.184
H 3.772 11.946 0.120
H 5.553 2.250 0.649
C -0.597 3.468 1.554
H 5.907 -0.231 0.895
C 3.264 9.258 -0.327
C 3.821 -0.599 1.245
H -2.997 -1.651 -2.871
H 1.114 5.923 0.821
C -3.768 -4.095 -3.437
C -5.668 -1.145 -2.096
N 1.877 5.272 0.773
H 0.698 -0.817 -4.237
C 0.588 -4.336 2.876
H 5.692 6.306 0.192
S -2.268 -1.973 -0.568
H -1.148 -4.550 -1.340
H 1.975 -5.912 3.316
O -1.143 -0.968 -0.426
C -1.538 2.528 1.892
O 5.207 10.663 -0.665
H -3.691 -7.467 -3.171
I 4.011 -1.693 4.902
C 1.814 3.923 1.005
C 5.513 8.396 -0.231
C 1.336 -1.992 -1.726
C 4.926 0.215 0.979
N -3.093 -7.423 5.310
C -6.757 -1.826 -2.623
N 0.090 0.795 1.802
N 0.742 -8.650 5.051
C -1.988 -4.796 -1.982
C 4.373 11.804 -0.782
H 0.873 -3.091 -3.509
H 2.170 -1.216 -4.814
C -1.149 1.192 2.013
N 2.602 -0.119 1.389
H -6.769 -4.505 -0.556
C 5.024 7.143 0.044
C 0.733 3.067 1.340
C 0.422 -7.645 4.595
H 3.936 -1.671 1.360
N 1.631 -1.105 -3.965
C 4.737 1.567 0.845
O 1.626 -0.739 -1.412
H -4.945 -5.660 -4.302
C 3.115 3.474 0.830
H -5.363 -0.195 -2.521
H -3.561 -0.009 -0.928
C 3.645 6.921 0.151
C 3.441 2.092 0.975

=====

No. 6
16
Properties=species:S:1:pos:R:3 method="wB97M-V/def2-TZVPD" e_homo_ha=-0.4637 multiplicity=1 charge=+1 relative_energy_kcal_mol=85.12
C 0.934 0.155 -0.135
H 2.955 0.876 -0.805
H 3.001 0.274 0.685
H -3.227 0.080 0.289
H 0.363 -2.349 -1.270
H -1.824 -2.041 -0.165
H -2.697 1.628 -0.086
C -1.342 0.072 -0.006
C -1.029 -1.209 -0.188
H 1.010 -1.915 0.530
C 2.254 0.764 0.063
C 0.419 -1.355 -0.336
H 1.985 1.644 0.640
H -0.197 1.868 0.391
N -0.141 0.834 0.122
N -2.463 0.674 0.270

=====

No. 7
14
Properties=species:S:1:pos:R:3 method="wB97M-V/def2-TZVPD" e_homo_ha="-0.3176 / -0.3177" multiplicity=1 relative_energy_kcal_mol=208.30
H -2.075 1.194 1.719
H -0.645 1.046 2.370
C -0.468 0.370 0.417
O 1.334 -0.382 1.708
H -0.408 -1.340 -1.596
H -0.861 2.316 1.133
C -0.141 -0.258 -1.853
O -0.819 0.567 -0.860
O 1.787 -2.203 -0.549
C -1.099 1.275 1.409
N 0.509 -0.342 0.821
H 2.531 -2.146 0.077
H 0.990 -0.140 -1.902
H -0.636 0.044 -2.892

=====

No. 8
5
Properties=species:S:1:pos:R:3 method="wB97M-V/def2-TZVPD" e_homo_ha=-0.4092 multiplicity=1 relative_energy_kcal_mol=28.53
F -0.062 -1.485 -1.190
N 0.818 0.572 -0.483
Br -0.260 2.443 0.650
S -0.400 -0.298 -0.175
F -0.097 -1.233 1.199

=====

No. 9
28
Properties=species:S:1:pos:R:3 method="wB97M-V/def2-TZVPD" e_homo_ha=-0.3010 multiplicity=1 smiles="CCN/C=C/CCN.O.O" relative_energy_kcal_mol=3.73
C 0.643 -2.425 -0.252
N 1.811 -0.870 -1.844
O 2.005 1.693 -0.542
H -2.572 0.129 0.082
O -1.087 -0.225 3.442
H 0.819 -2.980 0.676
H -1.407 0.189 2.625
C -1.580 1.935 0.282
H -1.380 3.415 -1.283
H -1.544 -2.061 -0.285
H -2.134 1.914 -1.817
C -0.596 -1.571 -0.096
H -0.390 1.994 -1.530
C -1.362 2.331 -1.170
H 2.128 0.929 -1.143
H 2.748 -2.310 -0.669
H -0.599 -0.993 3.132
H -2.475 2.412 0.683
C 1.901 -1.631 -0.595
H 2.054 -1.444 -2.640
H 2.120 -0.940 0.221
N -1.724 0.492 0.493
H 2.895 1.954 -0.287
H 0.333 0.258 0.440
H 0.852 -0.567 -1.985
H -0.738 2.275 0.882
C -0.588 -0.286 0.260
H 0.458 -3.170 -1.029

=====

No. 10
22
Properties=species:S:1:pos:R:3 method="wB97M-V/def2-TZVPD" e_homo_ha=-0.8176 multiplicity=1 charge=+4
C -0.941 0.498 1.742
C 0.971 1.678 -4.628
O 1.086 -3.449 -5.054
Cl -1.486 2.906 -0.985
H 0.022 -2.418 2.788
H -0.993 -0.495 4.801
O 3.188 2.145 -0.715
O 0.892 2.751 -4.154
H 0.739 -1.751 0.304
Cl 0.873 -1.420 -3.160
H -2.554 -0.767 4.009
N -0.938 -0.407 2.698
Ga 1.038 -0.138 -4.925
N -0.203 0.105 0.672
Al 0.044 1.689 -0.297
H -1.480 1.439 1.857
C 2.054 2.030 -0.832
C 0.217 -1.184 1.005
C -1.621 -0.214 3.958
H -1.851 0.836 4.030
C -0.181 -1.490 2.270
C 1.124 -2.343 -5.383